[1]
Density functional theory data (ωB97M-V/def2-TZVPD) for a 3-piece molecular cluster, C3H3Cl9 overall.

The largest force on an atom is 1.382 eV/A. For the molecular weight, the calculation gives 358.13 g/mol. As for the relative energy (zero: lowest compared OMol25 entry of this formula, charge and spin): 6.7 kcal/mol. The HOMO energy comes out at -10.91 eV.

The geometry in ORCA input format:
```
! wB97M-V def2-TZVPD RIJCOSX def2/J DEFGRID3
* xyz 0 1
C -1.64753 1.15306 1.54967
Cl -0.56295 2.23532 0.71406
Cl -1.85323 -0.28136 0.52480
Cl -3.11848 1.84663 2.21516
H -1.09064 0.87241 2.44366
C -0.35404 0.09065 -2.85948
Cl 1.28054 0.20859 -3.45688
Cl -1.12051 -1.21374 -3.71264
Cl -1.18481 1.63498 -3.19937
H -0.32326 0.00447 -1.77333
C 2.12673 -1.33875 1.52127
Cl 1.42689 -2.93266 1.44743
Cl 1.32627 -0.48650 2.82634
Cl 1.91529 -0.43950 -0.04338
H 3.17967 -1.35366 1.80270
*
```

***

[2]
Density functional theory data (ωB97M-V/def2-TZVPD) for a single C3H3ClF2 molecule.

The largest force on an atom is 4.250 eV/A. For the molecular weight, the calculation gives 112.51 g/mol. As for the relative energy (zero: lowest compared OMol25 entry of this formula, charge and spin): 54.2 kcal/mol. The HOMO energy comes out at -10.08 eV.

The geometry in ORCA input format:
```
! wB97M-V def2-TZVPD RIJCOSX def2/J DEFGRID3
* xyz 0 1
C 1.35288 -0.74118 -1.22622
C 0.85919 0.24603 -0.07881
C -0.28991 -0.03211 0.60332
H 0.70171 -1.68100 -1.59930
H 2.47827 -1.32291 -1.18689
H 1.32081 1.32278 -0.40944
F 1.60320 0.01565 -2.39332
F -0.63105 -1.43431 0.64790
Cl -1.45783 1.03604 1.35969
*
```